Density functional theory data (ωB97M-V/def2-TZVPD) for a structure of composition C13H30MnN9OS.

Summary:
E_LUMO (spin up / spin down) = -2.19 / -2.19 eV
net charge = +1
energy relative to the best compared isomer or geometry (same formula, charge and spin) = 63.9 kJ/mol
gap between HOMO and LUMO (spin up / spin down) = 8.26 / 8.14 eV
<S²> = 0.89
multiplicity = 2

Geometry as XYZ:
```
55
Properties=species:S:1:pos:R:3:forces:R:3
Mn -0.16624 0.03626 1.20196 0.12 -0.47 -0.33
N -1.88520 -0.47857 0.09709 0.06 0.09 0.00
C -2.24160 -1.89372 0.28226 -0.09 0.04 -0.01
C -0.95997 -2.68653 0.20486 0.04 -0.05 -0.03
N 0.01577 -2.15988 1.18171 -0.02 0.20 0.09
C 1.39557 -2.46024 0.75497 0.02 -0.04 0.00
C 1.76232 -1.61257 -0.45083 0.06 -0.08 0.08
N 1.49278 -0.20727 -0.12544 -0.10 0.21 -0.09
C -0.27816 -2.68843 2.53381 0.00 -0.10 -0.05
C -0.12009 -1.60223 3.56828 0.03 0.04 0.09
N -0.94991 -0.44588 3.16335 -0.06 0.31 -0.05
H -2.65654 0.12857 0.35702 0.02 0.02 0.02
H -1.70950 -0.28421 -0.88970 -0.03 -0.05 -0.03
H -2.95258 -2.25352 -0.46458 0.00 0.02 0.00
H -2.71274 -2.00154 1.26066 -0.01 0.00 -0.01
H -0.55595 -2.56406 -0.79838 0.01 -0.02 -0.01
H -1.13463 -3.75638 0.36056 0.00 0.01 0.02
H 1.52089 -3.52532 0.52548 -0.04 -0.01 0.03
H 2.05591 -2.22124 1.59175 0.01 0.02 -0.02
H 1.16602 -1.86901 -1.32420 0.04 -0.02 -0.01
H 2.80737 -1.79062 -0.71482 0.01 0.03 0.02
H 1.46016 0.35317 -0.97396 -0.01 -0.09 -0.05
H 2.23129 0.15459 0.47062 0.00 0.08 -0.04
H 0.35679 -3.54734 2.76764 0.01 0.00 -0.01
H -1.30888 -3.04875 2.54758 0.01 -0.01 0.00
H 0.91103 -1.25283 3.60062 0.00 -0.01 0.03
H -0.38139 -1.97701 4.56009 -0.02 0.01 -0.01
H -0.72637 0.33744 3.77019 -0.03 0.02 -0.02
H -1.93668 -0.64399 3.30136 0.02 -0.08 0.01
C -1.23126 -0.11101 -6.74136 0.01 0.01 -0.01
N -1.24303 -0.02469 -5.29248 -0.01 -0.01 0.02
C -0.15867 0.05681 -4.52029 -0.08 -0.01 0.01
N 1.03439 0.05661 -5.13125 0.01 0.05 0.03
S -0.28088 0.14833 -2.83073 0.06 0.04 -0.11
H -2.25195 -0.23815 -7.08838 0.00 0.00 0.00
H -0.65037 -0.97154 -7.07812 -0.01 0.00 0.00
H -0.83133 0.79940 -7.19337 0.00 0.00 0.00
H -2.12164 -0.00847 -4.80472 0.00 0.00 0.00
H 1.12819 0.12835 -6.12985 0.00 -0.02 0.00
H 1.85146 0.18781 -4.56301 0.00 -0.01 0.00
N 2.70636 2.00753 6.28988 -0.02 0.02 0.01
C 2.67508 2.10716 5.13952 0.02 -0.03 -0.01
N 2.67625 2.25759 3.81568 -0.02 0.04 0.03
C 1.92883 1.50990 3.10785 0.04 -0.02 -0.06
N 1.27913 0.89786 2.34820 0.04 -0.22 0.19
C 1.15909 3.48637 0.61384 -0.01 -0.02 0.01
C -0.28429 3.14320 0.76422 0.07 -0.08 -0.14
C -1.24380 4.24599 1.08252 -0.01 0.03 -0.02
O -0.70572 1.99882 0.61910 -0.14 0.12 0.42
H 1.27576 4.44977 0.11779 -0.02 0.00 -0.02
H 1.69566 2.70648 0.08106 0.01 0.00 0.02
H 1.58682 3.58535 1.61677 0.01 0.06 -0.01
H -0.73470 5.13648 1.44299 -0.01 0.00 0.02
H -1.97806 3.90274 1.80893 -0.01 -0.01 -0.01
H -1.78079 4.50248 0.16526 0.02 0.01 0.00
```
Forces are in eV/Å.

Density functional theory data (ωB97M-V/def2-TZVPD) for a structure of composition C9H22CeClI2N3OP at a distorted geometry.

Summary:
E_LUMO (spin up / spin down) = -7.54 / -7.48 eV
net charge = +2
energy relative to the best compared isomer or geometry (same formula, charge and spin) = 0.0 kJ/mol
gap between HOMO and LUMO (spin up / spin down) = 7.33 / 7.39 eV
<S²> = 0.75
multiplicity = 2

Geometry as XYZ:
```
40
Properties=species:S:1:pos:R:3:forces:R:3
I 1.92345 3.16209 2.22079 -0.35 0.08 -0.54
I 3.64846 1.16605 2.00099 -0.07 -0.16 -0.37
Ce 0.09749 0.24446 -1.40706 -0.14 0.17 -1.58
P 2.31364 2.28145 -1.56836 0.57 0.72 -1.16
C 3.62581 3.41286 -0.99348 -0.21 -0.20 0.67
C 3.27395 1.45367 -2.90215 -0.05 -0.36 0.29
H 0.62563 2.96610 -3.24169 0.20 0.23 0.02
H 2.09674 4.00836 -3.23601 -0.34 -0.12 0.05
H 0.86215 4.18103 -1.94563 0.05 -0.01 -0.26
C 1.36969 3.47184 -2.61138 -0.29 -0.07 0.36
H 2.62638 0.85132 -3.55401 0.29 0.18 0.01
H 3.78029 2.24261 -3.47726 -0.16 -0.38 0.03
H 4.05697 3.92893 -1.86210 -0.14 -0.20 0.26
H 4.37740 2.81510 -0.46771 0.03 0.32 -0.15
H 4.02221 0.80819 -2.42307 -0.07 0.09 -0.29
H 3.18342 4.12573 -0.29040 0.29 -0.01 -0.21
C 2.87079 2.04492 4.88402 0.17 -0.37 1.92
O 2.82581 1.71608 5.96382 -0.01 0.23 -0.80
Cl -0.17424 0.27643 -3.93517 -0.06 -0.14 0.72
C -3.71179 -2.97267 -0.96642 -0.18 -0.20 -0.41
N -3.11618 -2.64785 0.32376 0.88 0.54 0.04
C -3.82906 -3.08388 1.51302 -0.48 -0.37 0.57
C -2.04288 -1.83622 0.34704 -0.81 -0.35 -0.82
N -1.64113 -1.24988 -0.80201 0.31 0.10 0.14
N -1.33899 -1.56395 1.45995 0.95 0.99 -0.33
C -1.42582 -2.29869 2.71296 -0.01 -0.23 0.88
C -0.22260 -0.61324 1.29717 -0.89 -0.71 0.55
H -4.47721 -3.73180 -0.79596 0.19 0.16 -0.20
H -2.96258 -3.37888 -1.65673 -0.17 -0.10 0.17
H -4.18183 -2.10136 -1.44705 -0.05 -0.16 0.24
H -3.32199 -3.92310 2.01454 -0.38 0.36 -0.19
H -3.98105 -2.24910 2.21160 -0.06 -0.39 -0.30
H -4.80531 -3.44197 1.18098 0.12 0.16 0.23
H -2.27044 -1.53053 -1.55796 0.39 0.34 0.13
H -0.52535 -2.07679 3.28961 -0.15 -0.15 -0.09
H -2.29120 -1.97947 3.31260 0.46 -0.15 -0.18
H -1.47305 -3.38250 2.55138 0.18 0.43 0.02
H 0.56799 -1.03902 0.63575 -0.15 0.04 0.38
H -0.59482 0.37629 0.95729 0.05 -0.27 0.28
H 0.23925 -0.43261 2.26436 0.05 -0.01 -0.07
```
Forces are in eV/Å.

Density functional theory data (ωB97M-V/def2-TZVPD) for a structure of composition C2CaF3NO5S2 at a distorted geometry.

Summary:
E_LUMO (spin up / spin down) = 2.63 / 2.62 eV
net charge = -1
gap between HOMO and LUMO (spin up / spin down) = 5.19 / 8.11 eV
<S²> = 0.75
multiplicity = 2

Geometry as XYZ:
```
14
Properties=species:S:1:pos:R:3:forces:R:3
O 2.16974 2.22304 2.89385 0.03 0.13 0.35
C 1.36028 2.37702 1.95263 -0.53 0.20 -1.00
O 0.60023 3.24590 1.61025 0.81 -1.64 0.03
Ca 3.04543 0.23175 2.53273 0.14 -0.22 -0.10
N 1.63473 1.71461 -1.48642 0.46 -0.70 0.21
S 0.88369 0.64570 -0.56027 -0.22 -0.01 -0.98
O 1.30106 -0.75746 -0.86482 0.13 1.26 1.11
O 1.51837 0.98236 1.11977 -0.15 0.77 -0.15
S 3.22642 1.44717 -1.89040 -0.01 1.66 0.72
O 3.99863 2.70277 -1.56914 -0.54 -1.39 -0.36
C 2.99247 1.59938 -3.74333 -0.23 0.11 0.95
F 2.18399 0.63987 -4.18205 -0.20 -0.29 -0.30
F 2.50056 2.77597 -4.10493 -0.09 0.20 -0.14
F 4.18272 1.44756 -4.32380 0.40 -0.07 -0.33
```
Forces are in eV/Å.

Density functional theory data (ωB97M-V/def2-TZVPD) for a structure of composition C28H28BrN5OPtS.

Summary:
E_LUMO (spin up / spin down) = 0.33 / -0.04 eV
energy relative to the best compared isomer or geometry (same formula, charge and spin) = 22.3 kJ/mol
gap between HOMO and LUMO (spin up / spin down) = 5.95 / 6.82 eV
<S²> = 2.04
multiplicity = 3

Geometry as XYZ:
```
65
Properties=species:S:1:pos:R:3:forces:R:3
Pt 0.43530 0.11806 0.21383 -0.21 0.47 -0.30
O 6.40326 -1.61998 -0.59802 0.04 -0.01 0.00
C 5.13639 -1.16666 -0.50228 -0.03 0.00 0.00
C 4.64922 -0.10377 -1.25505 0.08 0.01 -0.03
C 3.33451 0.27204 -1.08920 -0.13 0.09 -0.03
N 2.50433 -0.32898 -0.23525 0.15 -0.41 0.32
C 2.99652 -1.34150 0.48576 -0.07 0.11 -0.09
Br 1.78665 -2.14195 1.68612 0.34 -0.31 0.13
C 4.29138 -1.80292 0.39613 0.04 -0.04 0.02
H 6.88557 -1.12048 -1.26587 0.00 0.01 0.00
H 5.28430 0.42149 -1.95731 -0.03 -0.01 -0.01
H 2.90799 1.08657 -1.65987 -0.02 -0.02 0.02
H 4.64179 -2.62837 0.99790 -0.02 0.02 -0.02
S 0.23408 -1.20409 -2.31545 -0.26 0.12 0.16
C -1.38840 -0.85634 -2.70256 -0.17 -0.06 0.04
N -2.19530 -0.20208 -1.87166 0.00 -0.16 -0.44
C -3.58591 0.14253 -2.13542 0.05 0.06 -0.04
C -4.17141 -0.78897 -3.17971 0.05 0.01 0.01
C -3.22094 -0.88188 -4.36091 0.05 -0.07 0.07
N -1.90339 -1.27355 -3.87969 0.00 0.13 -0.06
H -1.79067 0.04451 -0.97576 0.04 0.11 0.25
H -3.65534 1.18004 -2.47506 0.04 0.04 -0.04
H -4.13334 0.06540 -1.19636 0.06 0.09 -0.13
H -5.13950 -0.41237 -3.50837 -0.03 -0.04 0.03
H -4.31363 -1.78206 -2.74879 -0.02 0.01 -0.01
H -3.17408 0.08045 -4.88168 0.01 0.01 -0.02
H -3.56165 -1.63248 -5.07265 0.02 -0.01 -0.03
H -1.24131 -1.69081 -4.50958 0.02 -0.03 0.00
C -1.35899 0.35266 0.98387 0.30 0.10 -0.07
C -2.45588 0.47320 1.52876 -0.17 -0.02 -0.04
C -3.71777 0.56674 2.11239 0.07 -0.02 -0.02
C -4.81924 -0.17257 1.49018 0.03 0.07 0.07
C -4.54087 -1.25522 0.63743 -0.07 -0.19 0.23
C -5.55660 -1.95225 0.00541 -0.03 -0.01 0.06
C -6.88622 -1.58882 0.19193 0.04 0.02 -0.04
C -7.17918 -0.50092 1.00433 0.05 0.04 0.01
C -6.16515 0.19812 1.64177 -0.04 0.02 -0.07
C -3.87696 1.41906 3.29500 -0.04 -0.01 -0.04
C -2.99050 2.48651 3.50900 -0.01 0.02 -0.02
C -3.12668 3.32286 4.60337 -0.01 -0.02 0.00
C -4.14126 3.11216 5.53046 -0.01 -0.03 -0.03
C -4.99801 2.03236 5.35988 0.03 0.01 0.00
C -4.86416 1.19351 4.26455 -0.01 -0.05 0.04
H -3.50635 -1.54603 0.49740 -0.01 -0.01 -0.01
H -5.31250 -2.78847 -0.64005 0.01 -0.01 0.05
H -7.68057 -2.13950 -0.29659 0.02 0.02 0.00
H -8.20692 -0.18329 1.13236 0.01 -0.01 0.02
H -6.41398 1.06908 2.23290 -0.01 -0.03 0.01
H -2.19278 2.64316 2.79261 -0.02 0.02 0.01
H -2.43779 4.14879 4.73641 0.00 -0.02 -0.01
H -4.25486 3.77067 6.38246 0.01 -0.01 -0.01
H -5.77147 1.83734 6.09296 0.01 -0.02 -0.01
H -5.50510 0.32486 4.17989 -0.03 0.07 -0.03
C 0.49128 3.50315 -1.14759 0.02 0.03 0.05
C 0.98037 3.40534 0.25540 -0.04 -0.03 0.04
N 1.31090 2.29366 0.86839 -0.06 -0.05 0.23
C 1.67577 2.63724 2.15376 0.00 -0.01 -0.12
C 1.57303 3.98167 2.31387 0.00 -0.03 -0.06
N 1.13072 4.45974 1.09629 0.02 0.04 0.08
H 0.21663 2.49987 -1.47265 -0.01 -0.01 -0.01
H 1.26216 3.89667 -1.81421 -0.01 0.00 0.01
H -0.38576 4.14866 -1.21780 0.01 -0.01 0.00
H 1.96831 1.88924 2.87237 -0.02 0.03 -0.04
H 1.76232 4.62497 3.15561 -0.03 -0.01 -0.04
H 0.92401 5.41909 0.88341 -0.01 0.00 -0.04
```
Forces are in eV/Å.

no.,DFT total energy (eV)
1,-71577.6580
2,-67135.5815
3,-62064.4001
4,-123111.3982